118
Properties=species:S:1:pos:R:3:forces:R:3:mulliken_charge:R:1 method="wB97M-V/def2-TZVPD" de_lowest_kcal_mol=20.1 spin_multiplicity=4 e_tot_ha=-8807.9096 total_charge=0 homo_lumo_gap_ev="7.24 / 6.94"
V -0.0784 -0.3047 -0.2151 -2.12 -0.19 1.50 0.602
C -5.5152 2.5644 -1.4620 0.11 -0.19 0.00 -1.078
N -5.1553 1.1825 -1.1665 0.09 -0.06 0.03 0.278
C -5.9832 0.1703 -1.8090 0.03 0.31 0.04 -1.041
C -4.1161 0.8068 -0.3717 -0.13 0.06 -0.15 1.164
O -3.8155 -0.3621 -0.1656 -0.54 0.51 0.10 -0.603
C -3.3247 1.9402 0.2791 0.16 -0.07 0.08 -1.546
O -2.2852 1.5029 1.1005 0.16 0.38 -0.14 -0.038
C -2.6242 0.9250 2.3202 0.07 -0.35 -0.22 -1.783
C -2.3491 -0.5667 2.2042 0.05 -0.34 -0.47 -0.525
O -1.5931 -0.9916 1.3270 0.18 0.32 0.36 0.008
N -2.9814 -1.3980 3.0403 -0.05 -0.33 0.27 0.641
C -2.8993 -2.8446 2.8476 -0.07 0.22 0.24 -0.814
C -3.6985 -0.9538 4.2249 -0.01 -0.10 -0.11 -1.172
H -6.5304 2.7722 -1.1237 -0.08 -0.01 0.05 0.323
H -4.8443 3.2712 -0.9851 -0.02 -0.05 -0.03 0.354
H -5.4757 2.7383 -2.5379 0.03 -0.01 -0.06 0.361
H -7.0239 0.2862 -1.5000 -0.02 0.01 0.01 0.394
H -5.9311 0.2745 -2.8953 -0.01 -0.01 0.01 0.374
H -5.6329 -0.8118 -1.5247 0.03 -0.09 0.05 0.155
H -2.8384 2.5400 -0.4887 -0.09 0.04 -0.12 0.175
H -4.0149 2.5808 0.8293 -0.10 0.17 0.15 0.807
H -1.9669 1.3295 3.0896 0.05 0.17 0.13 0.365
H -3.6611 1.1320 2.5837 -0.11 -0.06 0.07 0.628
H -2.3873 -3.0559 1.9185 0.04 0.04 -0.10 -0.032
H -2.3527 -3.3153 3.6688 -0.02 0.04 -0.03 0.305
H -3.9092 -3.2587 2.8106 0.00 0.02 0.01 0.419
H -3.5557 0.1073 4.4074 0.02 -0.05 -0.02 0.446
H -4.7673 -1.1605 4.1365 -0.02 0.01 -0.02 0.296
H -3.3174 -1.4917 5.0934 0.02 -0.01 0.04 0.356
C -2.8089 -0.6967 -3.5315 -0.01 0.29 -0.02 -1.490
As -1.8532 -1.3713 -1.9951 0.59 -0.49 0.01 1.885
C -3.1443 -2.7548 -1.4909 -0.14 0.03 0.03 -0.901
C -0.5364 -2.5531 -2.9007 0.07 -0.03 0.00 0.505
C -0.4924 -2.6820 -4.2870 0.13 -0.11 0.09 -0.745
C 0.4894 -3.4525 -4.9063 0.04 -0.02 0.15 -0.921
C 1.4434 -4.1080 -4.1369 -0.14 0.13 -0.02 -0.862
C 1.4075 -3.9922 -2.7507 -0.11 0.11 -0.08 -0.878
C 0.4383 -3.2144 -2.1266 -0.10 0.01 -0.07 -0.126
As 0.3109 -2.9948 -0.1715 0.26 -0.12 -0.66 0.971
C -0.6320 -4.6913 0.0674 -0.25 0.10 0.28 -1.563
C 2.0097 -3.6185 0.5394 0.01 -0.02 0.07 -0.781
H -3.1943 -1.5163 -4.1281 -0.10 -0.11 -0.09 0.492
H -2.1596 -0.0496 -4.1159 0.00 0.00 0.02 0.410
H -3.6371 -0.0987 -3.1536 0.02 0.02 -0.04 0.047
H -3.1355 -3.5642 -2.2127 0.05 -0.15 -0.12 0.471
H -4.1273 -2.2894 -1.4664 0.11 -0.09 0.00 0.247
H -2.9304 -3.1375 -0.4963 -0.02 0.07 0.03 -0.154
H -1.2176 -2.1699 -4.9042 -0.03 0.01 -0.03 0.398
H 0.5029 -3.5409 -5.9864 0.03 0.02 0.04 0.405
H 2.2157 -4.7014 -4.6099 -0.02 -0.01 0.00 0.428
H 2.1584 -4.5055 -2.1655 0.04 -0.03 0.03 0.329
H 0.0323 -5.4768 -0.2770 0.08 -0.13 -0.03 0.453
H -1.5430 -4.7075 -0.5233 0.01 -0.03 -0.01 0.378
H -0.8730 -4.8489 1.1178 0.00 -0.04 0.05 0.429
H 2.5737 -4.2027 -0.1789 0.08 -0.06 -0.08 0.480
H 1.7708 -4.2429 1.3946 -0.01 -0.09 0.07 0.532
H 2.6048 -2.7743 0.8732 -0.03 -0.01 0.04 -0.585
N 1.8905 -0.3026 -2.5835 0.82 -0.05 -1.25 0.177
C 1.1775 -0.3435 -1.6747 0.52 0.03 -0.50 -0.463
H 2.3007 -0.4939 -3.4782 0.00 0.11 0.19 0.181
F 3.7321 2.3170 -4.0237 0.16 -0.10 -0.02 -0.324
C 2.6895 3.1539 -3.9832 0.29 0.06 -0.36 0.371
C 1.8027 3.0882 -3.0039 -0.61 0.08 0.56 0.454
N 0.6954 3.9126 -2.9408 -0.02 0.02 -0.10 0.087
C -0.3127 3.6940 -1.8932 0.44 0.11 0.07 -1.054
C -0.5160 2.2009 -1.6721 0.32 -0.59 0.56 0.013
O -1.0059 1.5547 -2.6045 0.07 0.04 0.29 -0.628
O -0.1067 1.7427 -0.5301 -0.67 0.57 -1.34 -0.497
C 0.4692 4.8850 -3.9017 -0.20 -0.03 0.14 0.363
O -0.4893 5.6365 -3.8968 0.38 -0.32 0.01 -0.666
N 1.4424 4.9341 -4.8881 0.06 -0.27 0.24 -0.039
C 2.5742 4.1292 -5.0496 -0.10 0.18 -0.10 0.002
O 3.3358 4.2739 -5.9773 -0.05 0.01 0.00 -0.625
H 1.9197 2.3734 -2.2011 -0.05 -0.03 0.05 0.316
H -1.2306 4.1274 -2.2535 -0.29 0.20 -0.12 0.535
H -0.0141 4.1821 -0.9706 0.08 0.10 0.10 0.176
H 1.2946 5.6280 -5.5963 -0.05 0.25 -0.23 0.222
C 0.2503 3.0211 2.9312 -0.57 -0.15 0.11 -0.574
Si 1.8723 2.3591 2.2499 0.09 0.26 0.22 0.664
C 2.4358 3.7342 1.0970 0.11 0.13 -0.55 -1.180
C 3.0958 2.4431 3.6758 0.40 -0.05 0.36 -1.093
Si 1.7526 0.2047 1.4122 0.28 -0.36 0.08 0.628
Si 3.9198 -0.0507 0.5378 0.03 -0.09 0.10 1.073
C 4.1986 -1.5317 -0.6096 0.04 -0.27 -0.21 -1.150
C 4.3438 1.4315 -0.5327 -0.08 0.43 -0.34 -0.651
C 5.2792 -0.2120 1.8152 0.41 0.05 0.36 -1.267
Si 1.5978 -0.9515 3.4424 0.10 -0.15 0.11 1.396
C 0.6922 0.0029 4.7938 -0.25 0.43 0.18 -1.133
C 0.6429 -2.5919 3.4001 -0.07 -0.27 -0.08 -0.493
C 3.2533 -1.4093 4.1937 0.44 -0.04 0.19 -1.518
H 0.3758 4.0841 3.1725 -0.05 -0.12 -0.01 0.526
H -0.0754 2.5021 3.8461 0.07 0.21 -0.29 0.367
H -0.5470 2.9206 2.1797 0.19 0.11 0.12 -0.214
H 2.1313 4.6929 1.5296 0.02 -0.03 -0.04 0.449
H 1.9918 3.6554 0.0900 0.11 0.05 0.34 -0.008
H 3.5269 3.7486 0.9794 -0.26 0.11 0.10 0.548
H 3.1340 3.4639 4.0886 0.02 -0.23 -0.06 0.418
H 4.1090 2.1794 3.3295 -0.31 0.16 0.14 0.242
H 2.8408 1.7502 4.4936 0.16 0.28 -0.25 0.162
H 3.2729 -1.9503 -1.0093 0.15 0.04 -0.05 -0.009
H 4.7372 -2.3387 -0.0965 -0.08 0.11 -0.10 0.425
H 4.8052 -1.2075 -1.4670 -0.03 -0.07 0.18 0.490
H 4.1007 1.2284 -1.5870 0.09 0.06 0.25 0.113
H 5.4213 1.6396 -0.4716 -0.17 -0.04 -0.07 0.508
H 3.8091 2.3410 -0.2382 0.24 -0.33 -0.19 -0.300
H 5.1801 -1.1453 2.3852 0.12 0.27 -0.19 0.312
H 5.2617 0.6189 2.5365 0.08 -0.26 -0.19 0.238
H 6.2645 -0.2151 1.3203 -0.24 0.01 0.11 0.401
H -0.3994 -0.0978 4.6894 0.17 0.04 0.00 0.146
H 0.9294 1.0743 4.8085 -0.09 -0.40 0.12 0.203
H 0.9727 -0.4185 5.7684 -0.09 0.02 -0.11 0.443
H 0.0742 -2.7183 2.4757 -0.06 0.03 0.11 -0.456
H -0.0706 -2.6281 4.2340 0.13 -0.02 -0.08 0.398
H 1.3263 -3.4452 3.5009 -0.14 0.13 0.01 0.512
H 3.9027 -0.5287 4.3103 -0.15 -0.28 0.01 0.387
H 3.7830 -2.1291 3.5515 -0.14 0.14 0.22 0.285
H 3.1144 -1.8722 5.1831 0.03 0.08 -0.20 0.438